ORCA calculation (ωB97M-V with the def2-TZVPD basis set) on 2 unconnected molecules or ions with the total composition C10H21BFN2O.

The value obtained for the calculated total energy is -702.95183 a.u. As for the net charge: +1. The value obtained for the frontier orbital gap is 0.3614 Ha.

CARTESIAN COORDINATES (ANGSTROEM)
F1 -5.60 0.35 -2.09
O1 -3.78 1.22 -3.23
N1 2.42 0.44 1.68
N2 1.55 -1.45 2.28
C1 -1.89 2.46 -2.39
C2 1.39 -2.85 2.68
C3 1.06 0.63 1.75
C4 -3.36 2.10 -2.17
C5 0.52 -0.55 2.12
C6 -1.12 0.06 -2.03
C7 -1.06 1.31 -2.93
C8 3.43 1.44 1.33
C9 2.69 -0.83 2.00
C10 2.69 -3.52 3.08
B1 -4.57 0.19 -2.86
H1 0.65 1.59 1.52
H2 -1.71 0.22 -1.13
H3 -3.92 3.02 -2.28
H4 4.12 1.57 2.16
H5 -1.38 1.04 -3.92
H6 -0.12 -0.23 -1.72
H7 -4.32 -0.91 -3.24
H8 0.69 -2.86 3.52
H9 -1.54 -0.78 -2.57
H10 -0.03 1.62 -3.01
H11 2.49 -4.53 3.42
H12 3.19 -2.97 3.88
H13 -1.46 2.91 -1.49
H14 3.68 -1.26 2.02
H15 3.97 1.12 0.45
H16 -1.90 3.24 -3.14
H17 -3.51 1.67 -1.18
H18 2.93 2.39 1.13
H19 0.92 -3.38 1.85
H20 3.38 -3.58 2.23
H21 -0.49 -0.88 2.29